Here is a structure of composition C10H11NO2 from the Open Molecules 2025 dataset. Energies are from ωB97M-V/def2-TZVPD.

- multiplicity = 1
- molar mass (g/mol) = 177.20
- E_HOMO (eV) = -8.6

CARTESIAN COORDINATES (ANGSTROEM)
C1 -2.8800 -0.1705 0.2401
C2 -1.3733 0.0218 0.5123
C3 -0.5682 -0.9290 -0.1450
C4 0.9268 -0.6279 -0.1420
C5 1.9025 -1.6411 -0.1932
C6 3.2237 -1.2684 0.1208
C7 3.5994 0.1551 0.0821
C8 2.7044 1.1153 -0.0045
C9 1.2871 0.7615 -0.0291
C10 0.3017 1.9517 -0.1982
H1 -2.6796 -2.2391 -0.0543
H2 -1.0063 0.1573 1.5367
H3 -0.7910 -0.8582 -1.1915
H4 -0.6399 -1.9970 0.1554
H5 1.8612 -2.7758 -0.1784
H6 4.1198 -1.9692 0.3785
H7 4.6770 0.3278 0.1668
H8 3.0804 2.1373 0.3778
H9 0.7028 2.5280 -1.0556
H10 0.6322 2.8938 0.7188
H11 -1.7585 2.1394 0.1966
N1 -1.0054 1.3770 -0.1898
O1 -3.2298 -1.4431 -0.0804
O2 -3.7584 0.6688 -0.0674

These are the natural (NBO) partial charges, in e, on atoms 1 to 5:
1. C 0.7907
2. C -0.1572
3. C -0.4537
4. C -0.0319
5. C -0.2324

***

Here is a cluster of 2 separate species, C10H11NO2 in total from the Open Molecules 2025 dataset. Energies are from ωB97M-V/def2-TZVPD.

- multiplicity = 1
- molar mass (g/mol) = 177.20
- structure (SMILES) = C[C@@H](N=C=O)c1ccccc1.C=O
- E_HOMO (eV) = -9.3

CARTESIAN COORDINATES (ANGSTROEM)
C1 1.9054 2.1397 -1.0334
C2 2.3155 0.6123 -1.1141
N1 3.2110 0.3858 0.1134
C3 3.9173 -0.1650 0.9117
O1 4.6194 -0.3413 1.8521
C4 1.1994 -0.4360 -1.2104
C5 1.3874 -1.5102 -2.0549
C6 0.3309 -2.3903 -2.1117
C7 -0.6838 -2.4166 -1.1387
C8 -0.7633 -1.4070 -0.2054
C9 0.0910 -0.3660 -0.3598
H1 2.6279 2.6166 -1.7170
H2 2.1564 2.5462 -0.0448
H3 0.7942 2.1933 -1.2639
H4 2.9111 0.5095 -2.0550
H5 2.1540 -1.6738 -2.8470
H6 0.2720 -3.0676 -2.9377
H7 -1.5144 -3.2140 -1.2547
H8 -1.7056 -1.3475 0.3878
H9 0.1733 0.5547 0.1951
C10 -2.1417 1.7380 2.2777
O2 -2.6992 0.8137 1.7911
H10 -1.1327 1.8342 1.8296
H11 -2.3981 2.3842 3.1765

These are the natural (NBO) partial charges, in e, on atoms 1 to 5:
1. C -0.6285
2. C -0.0168
3. N -0.5601
4. C 0.8404
5. O -0.5525

***

Here is the molecule C10H11NO2 from the Open Molecules 2025 dataset. Energies are from ωB97M-V/def2-TZVPD.

- multiplicity = 1
- molar mass (g/mol) = 177.20
- structure (SMILES) = C/C(=C/CON=O)c1ccccc1
- E_HOMO (eV) = -8.9

CARTESIAN COORDINATES (ANGSTROEM)
C1 -2.1498 1.5466 -0.5542
C2 -1.3793 0.3194 -0.1610
C3 -1.9895 -0.8524 -0.0116
C4 -1.4043 -2.1884 0.3428
O1 -0.0086 -2.3567 0.2039
N1 0.5355 -1.6891 -0.8871
O2 1.7075 -1.8813 -1.0037
C5 0.0681 0.5206 0.0520
C6 0.8693 1.0437 -0.9632
C7 2.2304 1.1777 -0.7777
C8 2.8053 0.8261 0.4321
C9 2.0102 0.3572 1.4663
C10 0.6499 0.2129 1.2825
H1 -1.6358 2.0814 -1.3500
H2 -3.1514 1.2899 -0.8942
H3 -2.2275 2.2241 0.2968
H4 -3.0595 -0.9083 -0.1667
H5 -1.9045 -2.9557 -0.2642
H6 -1.6023 -2.4177 1.3978
H7 0.4286 1.2775 -1.9207
H8 2.8506 1.5396 -1.5836
H9 3.8718 0.9143 0.5713
H10 2.4578 0.0859 2.4121
H11 0.0276 -0.1674 2.0804

These are the natural (NBO) partial charges, in e, on atoms 1 to 5:
1. C -0.6229
2. C 0.0167
3. C -0.2285
4. C -0.1148
5. O -0.3842

***

Here is the molecule C10H11NO2 from the Open Molecules 2025 dataset. Energies are from ωB97M-V/def2-TZVPD.

- multiplicity = 1
- molar mass (g/mol) = 177.20
- structure (SMILES) = CN1[C@H](c2ccccc2)[C@@H]1C(=O)O
- E_HOMO (eV) = -8.6

CARTESIAN COORDINATES (ANGSTROEM)
C1 -2.3157 2.2488 -0.1986
N1 -1.4623 1.0937 -0.1543
C2 -0.4382 0.9538 0.8959
C3 0.7706 0.2959 0.3607
C4 1.3417 -0.6235 1.3148
C5 2.3532 -1.3935 0.9047
C6 2.9803 -1.2052 -0.3602
C7 2.3554 -0.4575 -1.3506
C8 1.2589 0.3109 -0.9629
C9 -1.8372 -0.0846 0.5296
C10 -1.6014 -1.4349 -0.0673
O1 -1.8567 -2.4830 0.5082
O2 -1.1098 -1.4101 -1.2872
H1 -1.9120 3.2638 -0.1846
H2 -2.7408 2.2390 -1.2906
H3 -3.1550 2.0903 0.5644
H4 -0.3077 1.5095 1.8081
H5 0.8383 -0.9215 2.2107
H6 2.7340 -2.0866 1.5977
H7 3.8538 -1.8538 -0.4464
H8 2.8169 -0.3175 -2.2983
H9 0.7631 0.9059 -1.6783
H10 -2.5995 -0.0700 1.2771
H11 -0.7300 -0.5699 -1.6924

These are the natural (NBO) partial charges, in e, on atoms 1 to 5:
1. C -0.4209
2. N -0.4620
3. C -0.0307
4. C -0.0578
5. C -0.2007

***

Here is the molecule C10H11NO2 from the Open Molecules 2025 dataset. Energies are from ωB97M-V/def2-TZVPD.

- multiplicity = 1
- molar mass (g/mol) = 177.20
- structure (SMILES) = CCCc1ccc2[nH]c(=O)oc2c1
- E_HOMO (eV) = -8.7

CARTESIAN COORDINATES (ANGSTROEM)
C1 -2.8107 -0.1252 1.2487
C2 -2.6385 -1.1856 0.1470
C3 -2.0804 -0.2127 -0.8575
C4 -0.6213 -0.0308 -0.5711
C5 -0.1829 1.2594 -0.3011
C6 1.2156 1.6296 -0.0855
C7 2.1316 0.6147 -0.0723
N1 3.5473 0.7769 -0.1670
C8 4.1481 -0.4815 0.0522
O1 5.1955 -0.7917 0.5435
O2 3.0034 -1.2798 -0.1462
C9 1.7506 -0.7109 -0.1752
C10 0.5203 -1.0062 -0.6873
H1 -3.0229 -0.1327 2.4732
H2 -1.7372 0.5056 1.1725
H3 -3.6644 0.6819 0.9359
H4 -2.0843 -1.9927 0.3484
H5 -3.6162 -1.6842 -0.1454
H6 -1.8219 -0.7062 -1.8030
H7 -2.6349 0.6949 -1.0743
H8 -0.7609 2.1784 -0.4760
H9 1.6536 2.5634 0.0195
H10 4.0858 1.5709 0.5466
H11 0.4243 -2.1354 -0.9255

These are the natural (NBO) partial charges, in e, on atoms 1 to 5:
1. C -0.6510
2. C -0.4095
3. C -0.4366
4. C -0.0016
5. C -0.2192

***

Here is a cluster of 2 separate species, C10H11NO3S in total from the Open Molecules 2025 dataset. Energies are from ωB97M-V/def2-TZVPD.

- multiplicity = 1
- molar mass (g/mol) = 225.27
- structure (SMILES) = C=CCCC(=C=O)[N+](=O)[O-].c1ccsc1
- E_HOMO (eV) = -9.1

CARTESIAN COORDINATES (ANGSTROEM)
C1 0.3580 3.4352 -1.8019
C2 -0.0471 2.8839 -0.6661
C3 -0.9244 1.6434 -0.5328
C4 -0.2285 0.4229 -1.0611
C5 1.1111 0.2095 -0.3330
C6 1.8015 1.1837 0.2406
O1 2.2945 2.0365 0.8175
N1 1.7809 -1.0098 -0.6197
O2 1.2668 -1.7850 -1.3786
O3 2.8523 -1.2379 -0.0339
H1 0.8371 4.3933 -2.0033
H2 -0.1060 3.0881 -2.7160
H3 0.0576 3.3147 0.3970
H4 -1.3131 1.5239 0.5569
H5 -1.7879 1.7799 -1.2243
H6 -0.8326 -0.4965 -0.9015
H7 0.0597 0.5857 -2.0164
C7 -1.3417 -3.0961 0.9569
C8 0.0316 -2.9539 1.2388
C9 0.2956 -1.9188 1.9818
S1 -1.1256 -1.0001 2.4233
C10 -2.1357 -2.1684 1.5834
H8 -1.8711 -3.9340 0.5176
H9 0.9127 -3.4966 0.7787
H10 1.2229 -1.5248 2.2532
H11 -3.1687 -1.8790 1.5429

These are the natural (NBO) partial charges, in e, on atoms 1 to 5:
1. C -0.4041
2. C -0.2023
3. C -0.4562
4. C -0.3783
5. C -0.2529

***

Here is a structure of composition C10H11NSV from the Open Molecules 2025 dataset. Energies are from ωB97M-V/def2-TZVPD.

- multiplicity = 4
- molar mass (g/mol) = 228.22
- ⟨S²⟩ = 3.788
- E_HOMO (spin up / spin down) (eV) = -5.9 / -6.3

CARTESIAN COORDINATES (ANGSTROEM)
V1 -0.0216 -0.2077 -1.3159
C1 1.2816 -0.4848 -2.7890
H1 2.1467 0.0919 -3.1747
H2 1.6238 -1.4161 -2.2642
H3 0.5580 -0.6647 -3.6229
H4 -2.6981 -0.7499 0.1797
H5 -3.2329 0.5743 0.1065
S1 -0.5333 2.1314 -0.5115
C2 -1.2925 1.5135 -1.9308
C3 -2.1227 0.3836 -1.7385
C4 -2.3181 0.1375 -0.2660
C5 -1.1537 0.7642 0.4023
C6 -0.1969 0.1709 1.3483
C7 0.0820 0.4329 2.6989
C8 1.2102 -0.1621 3.2672
C9 2.0489 -0.9305 2.4485
C10 1.7495 -1.1279 1.0897
N1 0.6494 -0.5728 0.5421
H6 -1.0960 2.0761 -2.8354
H7 -2.8440 0.0542 -2.4885
H8 -0.5955 1.0808 3.2539
H9 1.4117 -0.0090 4.3220
H10 2.9675 -1.3512 2.8510
H11 2.3759 -1.7347 0.4271

These are the natural (NBO) partial charges, in e, on atoms 1 to 5:
1. V 0.9849
2. C -1.1118
3. H 0.2321
4. H 0.1814
5. H 0.1988

***

Here is the molecule C10H11O2P from the Open Molecules 2025 dataset. Energies are from ωB97M-V/def2-TZVPD.

- multiplicity = 1
- molar mass (g/mol) = 194.17
- E_HOMO (spin up / spin down) (eV) = -8.2 / -8.4

CARTESIAN COORDINATES (ANGSTROEM)
C1 0.4310 3.4682 0.0029
C2 1.2187 2.3981 0.3687
C3 -0.6268 3.3012 -0.8189
C4 0.9381 1.1284 -0.1277
C5 -0.9469 1.9948 -1.3144
C6 -0.0695 0.9049 -1.0050
C7 -0.3369 -1.7382 1.2985
C8 -1.1888 -1.6547 0.0934
C9 0.8966 -2.6314 1.3376
C10 1.8667 -2.8564 0.3335
O1 -1.5996 -0.8828 -2.5693
O2 0.9777 -3.8351 0.4607
P1 -0.5712 -0.8294 -1.5081
H1 0.4469 4.4729 0.4812
H2 1.9900 2.4141 1.0159
H3 -1.4475 4.0362 -1.1028
H4 1.6146 0.2833 -0.0917
H5 -1.7289 1.8881 -1.9988
H6 -0.1104 -0.6732 1.5146
H7 -1.1533 -2.1983 1.9232
H8 -1.5989 -2.6261 -0.4323
H9 -2.0556 -1.0125 0.4105
H10 1.0919 -2.9256 2.3453
H11 1.9618 -2.4264 -0.6172

These are the natural (NBO) partial charges, in e, on atoms 1 to 5:
1. C -0.2160
2. C -0.1914
3. C -0.2066
4. C -0.2299
5. C -0.1752

***

Computed F_max (eV/A) in order:
5.3; 2.7; 2.1; 4.9; 5.7; 4.3; 3.4; 4.8
Computed relative energy (zero: lowest compared OMol25 entry of this formula, charge and spin) (kcal/mol) in order:
96.9; 76.0; 100.0; 80.1; 113.6; 160.9; 0.0; 73.7
Computed total energy (a.u.) in order:
-592.76990; -592.80314; -592.76496; -592.79666; -592.74328; -1066.10747; -1784.40278; -879.30019